Record 1
Here is C4H6N2 as an isolated structure from the OMol25 dataset. Energies are from the ωB97M-V functional and the def2-TZVPD basis.

The geometry in XYZ format:
```
12
Properties=species:S:1:pos:R:3:forces:R:3
C -1.69529 -0.24899 -0.07312 0.03 0.08 0.01
C -0.24086 0.16055 0.01538 0.37 -0.53 -0.07
C 0.76310 -0.79090 -0.04992 0.01 -0.26 -0.01
C 2.00126 -0.14121 0.03349 0.02 0.45 0.14
N 2.05626 1.15186 0.13236 -3.40 0.77 0.13
N 0.22902 1.39032 0.13946 1.13 -0.82 -0.12
H -2.42100 0.54905 0.11318 0.28 -0.02 -0.01
H -1.88921 -0.66470 -1.06911 0.03 0.15 0.17
H -1.87595 -1.05399 0.64845 0.00 0.21 -0.12
H 0.60438 -1.84943 -0.14718 0.08 -0.08 0.02
H 2.99244 -0.60872 0.07051 -0.35 0.09 -0.15
H -0.51456 2.11855 0.18510 1.79 -0.04 -0.02
```
Forces are in eV/Å.

- Relative energy (zero: lowest compared OMol25 entry of this formula, charge and spin): 2.6117 eV
- Gap between HOMO and LUMO: 9.006 eV


Record 2
Here is a 4-piece molecular cluster, C2H13N3O3 overall from the OMol25 dataset. Energies are from the ωB97M-V functional and the def2-TZVPD basis.

The geometry in XYZ format:
```
21
Properties=species:S:1:pos:R:3:forces:R:3
H -0.39339 2.86203 1.85156 0.39 -0.61 1.50
N -0.40207 2.62312 0.90118 -0.19 -1.45 -4.18
C 0.08670 1.51783 0.45355 1.51 -0.06 0.51
N 0.83611 0.66633 1.37572 1.35 0.74 0.02
N 0.26448 1.18577 -0.94765 -2.45 5.67 2.83
C -0.44660 2.05994 -1.92224 4.76 -0.98 -3.54
H 1.82008 1.00999 1.34088 -1.10 -0.23 0.26
H 0.92325 -0.34708 1.34707 -0.77 0.14 -0.69
H 0.49034 0.30464 -1.21777 0.60 -2.94 -0.54
H -1.45994 2.01571 -1.84364 -2.90 -0.09 0.38
H -0.11368 3.17161 -1.98078 -0.26 -2.13 0.50
H -0.13588 1.52149 -3.03809 -1.02 1.78 3.02
O 0.09245 -2.73311 2.19359 3.23 -2.42 1.14
H -0.55757 -2.21459 1.84841 -3.03 2.40 -1.64
H 0.47571 -3.15604 1.41137 -0.13 0.06 0.32
O 1.33824 -2.37905 -1.45682 -1.02 5.26 -0.74
H 1.62881 -3.19626 -1.27463 1.60 -4.80 0.96
H 2.09604 -1.79443 -1.26474 -0.53 -0.41 -0.18
O -2.04800 -1.30678 0.63433 1.56 -5.38 0.45
H -2.02865 -0.57302 0.14177 -0.18 4.56 -2.36
H -2.46643 -1.23809 1.44692 -1.42 0.88 2.01
```
Forces are in eV/Å.

- Relative energy (zero: lowest compared OMol25 entry of this formula, charge and spin): 2.4739 eV
- Gap between HOMO and LUMO: 9.578 eV


Record 3
Here is a 2-piece molecular cluster, C4H8ClNO4 overall from the OMol25 dataset. Energies are from the ωB97M-V functional and the def2-TZVPD basis.

The geometry in XYZ format:
```
18
Properties=species:S:1:pos:R:3:forces:R:3
C 0.13128 1.21075 -2.03931 -3.33 1.45 4.04
C 1.06781 -0.05866 1.69320 0.25 -2.42 -1.50
C 0.12039 -0.14141 -1.36819 -0.66 -0.01 2.14
C -0.18371 0.17166 0.80546 1.26 2.18 -1.46
N -1.07946 -0.85831 0.87437 -3.67 -1.95 0.08
O -0.65940 -1.89131 1.37840 0.30 -0.80 -0.09
O -2.23369 -0.81125 0.38288 1.79 0.72 0.85
O 0.94144 -0.54289 2.99998 0.07 1.14 0.65
O -0.82075 -1.07532 -1.58955 -0.86 1.96 -2.78
Cl -1.02469 1.77237 0.85549 0.74 -0.84 0.29
H 0.52181 2.01410 -1.34099 0.37 -1.16 -1.20
H -0.87952 1.67084 -2.28154 0.59 -1.08 0.63
H 0.50939 1.06843 -2.95421 2.40 -0.06 -3.33
H 1.66581 0.78511 1.71696 0.41 2.44 0.61
H 1.83095 -0.65965 1.10372 -1.29 -0.32 0.30
H 1.08842 -0.59659 -1.23788 0.23 -0.13 0.15
H 0.57326 -1.42033 3.14491 -0.11 0.06 -1.07
H -1.56933 -0.63754 -2.14370 1.52 -1.18 1.71
```
Forces are in eV/Å.

- Relative energy (zero: lowest compared OMol25 entry of this formula, charge and spin): 2.3608 eV
- Gap between HOMO and LUMO: 9.117 eV


Record 4
Here is one molecule with the formula C3H6N2 from the OMol25 dataset. Energies are from the ωB97M-V functional and the def2-TZVPD basis.

The geometry in XYZ format:
```
11
Properties=species:S:1:pos:R:3:forces:R:3
C 1.44906 -0.03980 0.09613 -0.16 0.44 -0.02
C -0.02299 0.17369 -0.32910 -0.15 0.65 -0.20
N -0.91656 -0.71415 0.36613 -0.10 -0.25 -0.06
C -0.78042 1.56535 -0.35735 -0.84 -0.98 -0.03
N -1.83475 2.02098 -0.56288 1.73 0.26 0.38
H 1.96015 0.91788 0.10942 0.20 0.04 0.01
H 1.55936 -0.49899 1.09028 -0.34 0.28 -0.25
H 1.98752 -0.69916 -0.60280 -0.45 0.27 0.13
H -0.10807 0.01055 -1.40432 0.18 -0.44 0.01
H -1.85714 -0.36566 0.22064 -0.04 -0.46 0.25
H -0.72572 -0.77159 1.36264 -0.02 0.19 -0.23
```
Forces are in eV/Å.

- Relative energy (zero: lowest compared OMol25 entry of this formula, charge and spin): 1.2883 eV
- Gap between HOMO and LUMO: 10.682 eV


Record 5
Here is C3H3NO2 as an isolated structure from the OMol25 dataset. Energies are from the ωB97M-V functional and the def2-TZVPD basis.

The geometry in XYZ format:
```
9
Properties=species:S:1:pos:R:3:forces:R:3
O 2.02056 0.06238 0.36460 -0.39 -0.20 -0.27
C 0.70982 0.01387 0.13591 -0.24 0.14 0.02
N 0.28098 -0.55840 -1.08601 -0.38 0.05 0.11
O -1.15661 -1.18408 -0.64641 0.31 0.42 0.22
C -1.28315 0.05530 -0.26984 0.12 -0.06 -0.16
C -0.36870 0.52336 0.78672 0.21 -0.30 0.11
H 2.44214 -0.48854 -0.32250 -0.07 0.19 0.23
H -2.08041 0.65802 -0.73728 0.36 -0.18 0.02
H -0.56464 0.91809 1.77479 0.08 -0.06 -0.28
```
Forces are in eV/Å.

- Relative energy (zero: lowest compared OMol25 entry of this formula, charge and spin): 6.1705 eV
- Gap between HOMO and LUMO: 8.392 eV


Record 6
Here is C3H4LiO5Sn as an isolated structure from the OMol25 dataset. Energies are from the ωB97M-V functional and the def2-TZVPD basis.

The geometry in XYZ format:
```
14
Properties=species:S:1:pos:R:3:forces:R:3
O -2.32777 -1.42286 0.98612 -0.26 -0.12 0.02
C -1.26939 -0.51676 0.88274 1.02 -0.10 -0.74
C -1.59585 0.68727 0.06004 -1.30 -1.68 -0.42
O -0.79483 1.57596 -0.18742 -2.03 0.31 -0.67
H -2.89587 -1.18990 1.72614 0.03 0.03 -0.02
H -0.87610 -0.18692 1.85976 0.14 0.10 -0.06
H -2.59147 0.70243 -0.42743 0.27 0.20 0.35
Sn 1.05612 2.01866 0.31873 -0.39 5.43 3.23
O 0.73474 -0.52280 -1.63820 0.90 0.95 0.74
C 1.90161 -0.24834 -1.29591 -1.12 -3.18 -2.10
O 2.14169 0.74544 -0.43013 3.48 -2.68 -1.00
O 2.95258 -0.88312 -1.65063 0.40 0.95 0.62
Li 3.98621 0.24611 -0.52563 -0.42 -0.44 -0.47
H -0.42168 -1.00516 0.32182 -0.73 0.23 0.54
```
Forces are in eV/Å.

- Relative energy (zero: lowest compared OMol25 entry of this formula, charge and spin): 0.0000 eV
- Spin multiplicity: 2
- Expectation value of S²: 0.76
- Gap between HOMO and LUMO (spin up / spin down): 4.898 / 8.430 eV


Record 7
Here is an isolated ion of composition C3H5N2 and charge +2 from the OMol25 dataset. Energies are from the ωB97M-V functional and the def2-TZVPD basis.

The geometry in XYZ format:
```
10
Properties=species:S:1:pos:R:3:forces:R:3
C 0.20665 -0.27028 0.74774 5.81 1.09 -0.67
C -1.03436 -0.36542 0.14679 -4.73 2.82 -1.89
N -1.36181 0.71492 -0.54046 0.44 -4.99 2.42
C 1.18458 0.32763 -0.30716 0.51 -2.97 2.01
N 1.12974 -1.06292 -0.08850 -0.25 1.01 -0.20
H 0.56582 -0.19443 1.78284 -0.83 -0.04 0.27
H -1.61357 -1.29455 0.23794 -0.69 0.19 -0.50
H -2.29504 1.03326 -0.72731 -1.20 1.27 -0.65
H 2.17768 0.54403 0.08590 0.95 0.91 0.28
H 1.04032 0.56775 -1.33780 -0.01 0.71 -1.08
```
Forces are in eV/Å.

- Charge: +2
- Relative energy (zero: lowest compared OMol25 entry of this formula, charge and spin): 8.4772 eV
- Spin multiplicity: 2
- Expectation value of S²: 1.01
- Gap between HOMO and LUMO (spin up / spin down): 8.434 / 7.993 eV


Record 8
Here is one molecule with the formula C5H10IN from the OMol25 dataset. Energies are from the ωB97M-V functional and the def2-TZVPD basis.

The geometry in XYZ format:
```
17
Properties=species:S:1:pos:R:3:forces:R:3
C -2.04527 -0.90946 0.78376 1.19 0.64 1.47
C -0.81938 -0.36731 0.12660 -1.47 -0.07 -2.66
C -1.07403 -0.77991 -1.33004 2.63 -0.11 -0.12
N 0.14223 0.24878 0.64539 1.86 0.75 -0.86
C 1.42743 0.73826 -0.24221 -2.07 -1.66 1.77
C 2.42368 1.12059 0.91485 -0.02 -2.20 -1.74
I 0.87002 2.44621 -1.35276 -0.17 0.36 -0.22
H -2.24854 -0.53795 1.73117 0.29 0.71 2.24
H -1.83791 -1.94003 0.87977 -0.31 -1.41 0.09
H -2.97202 -0.71025 0.33048 -0.86 0.00 -1.59
H -1.43285 -1.80274 -1.27892 0.50 -0.42 -0.26
H -1.90718 -0.29594 -1.77789 -0.51 1.07 -0.26
H -0.14919 -0.66430 -1.95457 -1.06 -0.30 0.23
H 1.65202 -0.05333 -1.04494 0.22 1.18 1.65
H 3.07697 1.91461 0.67738 0.62 0.95 -0.47
H 3.06025 0.23963 1.12500 -0.39 0.32 0.10
H 1.83377 1.35312 1.76693 -0.44 0.21 0.64
```
Forces are in eV/Å.

- Relative energy (zero: lowest compared OMol25 entry of this formula, charge and spin): 0.2740 eV
- Gap between HOMO and LUMO: 9.683 eV


Record 9
Here is C20H27BrIrNO2P as an isolated structure from the OMol25 dataset. Energies are from the ωB97M-V functional and the def2-TZVPD basis.

The geometry in XYZ format:
```
53
Properties=species:S:1:pos:R:3:forces:R:3
C -2.92299 0.41411 -3.87420 -0.07 0.30 -0.04
C -2.69775 -0.80981 -3.25841 0.42 -0.39 0.60
C -1.91265 -0.91515 -2.09309 -0.72 -0.48 -0.50
C -1.36801 0.25934 -1.55717 0.61 0.39 0.67
C -1.61013 1.49613 -2.15715 -0.13 0.73 -0.73
C -2.39498 1.57107 -3.31241 0.45 0.22 0.32
C -1.72140 -2.25802 -1.43706 -0.04 -0.35 0.24
C -0.28247 -2.72809 -1.17246 0.39 -0.24 -0.15
N 0.74442 -1.62664 -0.98875 0.21 -1.05 -0.92
Ir 0.04700 0.20175 -0.02679 0.03 -0.50 0.70
C -0.92869 2.71222 -1.58498 0.40 0.02 0.34
P 0.69024 2.10928 -0.90409 -0.61 1.88 -2.69
H -3.13196 -1.71007 -3.68627 0.12 0.09 0.09
H -2.53532 2.53714 -3.78554 -0.11 -0.11 0.01
H -3.50305 0.47748 -4.79964 0.18 -0.08 0.39
H -1.47873 3.15340 -0.74008 -0.01 -0.09 -0.28
H -0.74442 3.48188 -2.33219 -0.14 0.12 -0.02
H -2.21087 -2.24669 -0.45227 -0.12 0.10 -0.42
H -2.19282 -3.03876 -2.05213 0.00 0.31 0.28
H -0.26231 -3.33901 -0.25956 -0.12 0.22 -0.34
C 1.36874 3.44797 0.13328 0.17 -0.29 0.29
C 1.75852 2.06277 -2.35128 0.36 0.27 -0.19
H 0.07885 -3.37971 -2.00111 -0.13 0.49 0.51
C 1.29593 -1.30604 -2.33544 0.26 -0.27 -0.29
C 1.86550 -2.17924 -0.17144 0.10 0.24 0.11
H 0.19695 1.33582 1.17322 -0.62 -0.16 0.66
H 1.74490 -2.21547 -2.78077 -0.20 0.37 0.25
H 0.49366 -0.96282 -2.99780 0.27 0.02 0.21
H 2.07962 -0.55038 -2.23405 -0.22 -0.15 -0.07
H 2.46744 -2.89788 -0.75663 -0.33 0.25 0.23
H 2.49200 -1.33886 0.13686 0.20 -0.22 -0.06
H 1.46456 -2.66906 0.71827 0.08 0.08 -0.13
H 1.88073 3.06846 -2.76700 -0.01 -0.06 0.15
H 2.74453 1.69292 -2.06283 0.00 -0.03 -0.11
H 1.33754 1.43215 -3.13533 -0.02 -0.04 0.16
H 1.53102 4.36466 -0.45044 -0.16 -0.37 -0.02
H 0.69779 3.67778 0.97174 0.15 -0.09 -0.21
H 2.34391 3.13119 0.53212 -0.24 0.11 -0.04
H 1.10906 0.99095 0.99518 0.23 -0.24 0.46
Br -2.20707 1.07321 3.14648 1.04 -0.59 0.76
C -0.69686 0.30414 4.02125 -1.98 2.96 -0.18
C -0.12564 0.96668 5.11621 1.49 -0.11 1.33
C 0.91993 0.36295 5.82907 -1.57 2.79 0.20
C 1.37695 -0.90084 5.44246 0.61 -1.69 -0.51
C 0.82776 -1.54377 4.33425 -0.54 -0.35 -0.08
C -0.17345 -0.92092 3.57421 0.25 -4.23 -2.18
C -0.73460 -1.68930 2.40978 1.95 5.71 -0.79
O -1.06274 -2.85420 2.62993 -0.51 -2.71 0.19
O -0.85579 -1.13332 1.21683 -1.14 -2.57 2.12
H -0.48813 1.94954 5.41363 0.02 -0.26 -0.09
H 1.36725 0.87403 6.68098 -0.20 -0.14 -0.28
H 2.16697 -1.39788 5.99961 -0.11 0.10 -0.08
H 1.15105 -2.53709 4.04300 0.07 0.09 0.13
```
Forces are in eV/Å.

- Charge: +2
- Spin multiplicity: 6
- Expectation value of S²: 8.79
- Gap between HOMO and LUMO (spin up / spin down): 5.987 / 4.946 eV


Record 10
Here is one molecule with the formula C4H3NOS2 from the OMol25 dataset. Energies are from the ωB97M-V functional and the def2-TZVPD basis.

The geometry in XYZ format:
```
11
Properties=species:S:1:pos:R:3:forces:R:3
O -2.50900 -1.23428 -0.19777 0.05 0.47 0.28
C -1.36856 -0.91932 -0.16387 1.21 0.38 -1.35
S 0.03354 -2.02232 0.22591 0.98 0.63 -0.36
C 1.32778 -0.53055 0.08100 -0.16 -0.73 1.70
S 2.86897 -0.73102 -0.17942 0.49 0.04 -0.49
C 0.36932 0.52580 0.56934 0.15 -0.06 0.92
N -0.53452 1.64771 0.18871 3.13 0.98 -1.16
C -0.52934 0.35812 -0.56593 -1.27 0.41 -0.17
H 0.09747 0.18458 1.52412 -0.84 -0.46 1.11
H 0.00543 2.56050 -0.08962 -1.58 -2.36 -0.55
H 0.23891 0.16078 -1.39246 -2.15 0.68 0.07
```
Forces are in eV/Å.

- Relative energy (zero: lowest compared OMol25 entry of this formula, charge and spin): 5.0437 eV
- Gap between HOMO and LUMO: 8.667 eV


Record 11
Here is a 2-piece molecular cluster, CH7NO overall from the OMol25 dataset. Energies are from the ωB97M-V functional and the def2-TZVPD basis.

The geometry in XYZ format:
```
10
Properties=species:S:1:pos:R:3:forces:R:3
C -0.85718 -0.90739 0.42007 -1.06 -0.98 0.98
O -1.11298 -0.26610 -0.78084 0.63 1.11 -0.57
H 0.14656 -1.22887 0.53279 1.27 0.03 -0.11
H -1.43312 -1.83062 0.40553 -0.12 -0.21 0.59
H -1.13794 -0.31668 1.29548 -0.05 0.09 -0.07
H -1.83825 -0.73798 -1.15279 -0.68 -0.07 -0.77
N 1.72014 1.34929 -0.46925 -0.27 -0.03 1.26
H 2.03369 0.65603 0.21772 0.38 0.14 -0.31
H 1.73815 2.22439 0.09114 -0.25 -0.65 -0.69
H 0.74093 1.05793 -0.55985 0.15 0.58 -0.33
```
Forces are in eV/Å.

- Relative energy (zero: lowest compared OMol25 entry of this formula, charge and spin): 0.4583 eV
- Gap between HOMO and LUMO: 10.904 eV


Record 12
Here is a 4-piece molecular cluster, C4H18BClNO6 overall from the OMol25 dataset. Energies are from the ωB97M-V functional and the def2-TZVPD basis.

The geometry in XYZ format:
```
31
Properties=species:S:1:pos:R:3:forces:R:3
O -1.69379 0.41862 -0.04633 -0.43 0.11 -0.12
H -1.46653 -0.55300 -0.07051 0.54 0.77 0.05
H -1.33861 0.78596 0.86848 -0.37 0.04 0.53
H -1.26072 0.95345 -0.75592 0.15 -0.04 0.08
Cl -0.30165 3.90833 -0.86244 -0.92 2.04 0.13
O -0.34068 5.04332 -1.79380 -0.47 -1.02 0.68
O 1.02721 3.39442 -0.89367 0.95 -0.97 0.15
O -0.67192 4.32813 0.47125 0.42 -0.03 -0.62
O -1.25956 2.88519 -1.26583 0.14 -0.44 -0.53
B -1.61502 1.02219 2.80855 -0.59 -0.45 0.55
H -2.36536 1.89385 2.97238 -0.75 1.04 -0.13
H -0.80181 1.27016 2.00449 1.25 0.48 -1.17
H -1.10746 0.78617 3.83250 0.96 -0.24 0.99
H -2.19745 0.05014 2.51251 -0.75 -1.15 -0.49
C 2.35067 -1.63828 -2.21773 -0.58 -0.24 -0.25
C 1.00215 -1.32745 -1.54099 0.39 1.21 0.31
C 0.99012 -1.70695 -0.04782 -0.14 -0.26 -0.03
O -0.36361 -1.75783 0.41922 0.38 -0.56 -0.72
C -0.55952 -2.42387 1.63568 -0.83 -1.22 0.86
N 0.75629 0.12117 -1.64344 -0.42 -0.38 0.79
H 2.72123 -2.65556 -2.07745 0.05 0.04 0.20
H 3.06944 -0.88971 -1.88722 0.21 -0.23 0.17
H 2.23862 -1.48867 -3.29333 -0.02 0.02 0.00
H 0.14226 -1.82457 -1.99052 0.20 -0.31 -0.18
H 1.54704 -1.03213 0.60890 0.12 0.35 -0.32
H 1.46656 -2.68588 0.07425 -0.24 -0.18 -0.03
H -1.57683 -2.82901 1.67028 -0.25 0.77 -0.14
H -0.41384 -1.79694 2.51335 0.15 0.20 -0.08
H -0.03628 -3.38536 1.74758 0.83 0.44 -0.37
H 1.52579 0.61431 -1.20943 -0.20 0.45 -0.15
H 0.53326 0.51979 -2.54299 0.24 -0.23 -0.15
```
Forces are in eV/Å.

- Charge: -1
- Gap between HOMO and LUMO: 8.587 eV


M values, unit Da, following the record order: 82.1 127.1 169.6 70.1 85.1 245.7 69.1 211.0 616.5 145.2 49.1 222.5.